Molecular formula: C5H23N2O6
Method: DFT, ωB97M-V/def2-TZVPD

```
36
Properties=species:S:1:pos:R:3:forces:R:3:mulliken_charge:R:1
O 1.480 -0.085 -1.364 1.11 -1.28 -1.39 -0.25
C 0.347 -0.473 -1.585 -0.76 2.27 2.43 -0.87
N -0.133 -0.790 -2.822 1.12 0.43 0.99 0.04
C -1.469 -1.077 -3.184 -3.02 -1.23 0.09 -0.96
C -0.556 -0.200 -0.273 1.53 -0.12 -2.22 -0.07
N 0.404 -0.053 0.876 1.15 -2.13 -0.23 -0.96
C -2.306 1.376 0.695 -1.15 1.17 -0.37 -1.50
C -1.368 1.102 -0.522 -0.30 -1.60 0.72 -0.12
H 0.596 -1.242 -3.357 -0.15 0.39 -0.41 0.39
H -2.325 -0.334 -3.121 1.67 0.05 0.70 0.26
H -1.520 -1.216 -4.265 0.31 -0.77 0.14 0.41
H -1.868 -1.960 -2.591 0.33 0.64 -1.07 0.30
H -1.097 -1.120 -0.049 -0.65 0.45 0.07 0.56
H 1.004 0.779 0.923 -1.01 0.69 -0.23 0.94
H 1.163 -0.823 0.946 -1.64 0.58 -0.39 0.20
H -0.221 -0.197 1.663 -0.07 0.36 1.27 0.27
H -3.172 0.730 0.790 -0.58 0.05 -1.03 0.31
H -2.064 1.291 1.745 1.91 -0.39 -0.41 0.20
H -2.575 2.448 0.750 -0.49 -0.42 -0.77 0.50
H -0.741 1.958 -0.709 0.78 0.06 0.38 0.25
H -1.767 0.927 -1.566 -0.78 0.34 1.51 0.13
H 2.776 -2.751 0.183 0.35 0.06 0.07 0.34
H 2.405 -3.591 1.422 -0.06 0.00 0.09 0.33
O 2.254 -2.741 0.999 -0.31 0.24 -0.07 -0.60
H 3.000 -2.179 -1.811 0.33 0.95 -0.32 0.28
H 4.459 -1.592 -1.362 -0.65 0.33 -0.39 0.34
O 3.817 -2.306 -1.327 0.26 -1.25 0.59 -0.77
H -1.716 -1.360 3.370 0.05 0.03 -0.77 0.14
H -1.810 0.079 3.535 0.05 0.76 -0.06 0.22
O -1.765 -0.555 2.802 0.16 -1.08 0.93 -0.43
H -0.312 2.861 3.643 -0.21 0.50 -0.18 0.30
H -1.072 3.596 2.431 0.11 0.39 0.49 0.21
O -0.682 2.781 2.754 0.26 -0.85 -0.15 -0.52
H 2.190 3.001 -0.042 -0.63 -0.72 0.53 0.20
H 2.734 1.602 0.138 -0.61 0.10 0.01 0.25
O 1.911 2.114 0.289 1.60 0.99 -0.56 -0.30
```
Positions in Å, forces in eV/Å.

Values from the calculation:
Calculated total energy (hartree): -765.08760
Net charge: 0
2S+1: 2
M (g/mol): 207.25
Energy relative to the best compared isomer or geometry (same formula, charge and spin) (eV): 0.866